The following is a DFT calculation (ωB97M-V/def2-TZVPD) of a cluster of 5 separate species, C41H65FN5O15 in total.

Bonds (Å) are listed after each position.
Geometry (Å):
1 C 2.660 -0.263 4.717  C2 1.536, H39 1.093, H40 1.095, H41 1.093
2 C 1.258 -0.809 4.406  C1 1.536, C3 1.540, H42 1.084, H43 1.099
3 C 1.290 -2.321 4.114  C2 1.540, C4 1.544, H44 1.088, H45 1.090
4 C 0.016 -2.799 3.385  C3 1.544, C5 1.560, H46 1.098, H47 1.089
5 C 0.317 -3.872 2.292  C4 1.560, C6 1.554, H48 1.093, H49 1.093
6 C -0.668 -3.718 1.099  C5 1.554, C7 1.563, H50 1.093, H51 1.094
7 C 0.011 -3.402 -0.274  C6 1.563, C8 1.535, H52 1.092, H53 1.089
8 C -0.607 -2.146 -0.902  C7 1.535, N9 1.483, H54 1.089, H55 1.093
9 N 0.072 -0.865 -0.587  C8 1.483, C10 1.327, C36 1.466
10 C -0.256 0.274 -1.183  N9 1.327, N11 1.338, N30 1.370
11 N 0.376 1.443 -1.031  C10 1.338, C12 1.301
12 C -0.179 2.391 -1.728  N11 1.301, C13 1.478, N24 1.363
13 C 0.262 3.800 -1.795  C12 1.478, C14 1.541, H56 1.088, H57 1.096
14 C 0.855 4.179 -0.425  C13 1.541, C15 1.549, O16 1.415, H58 1.093
15 C -0.191 4.010 0.705  C14 1.549, H59 1.094, H60 1.091, H61 1.089
16 O 1.233 5.542 -0.446  C14 1.415, C17 1.427
17 C 2.644 5.730 -0.352  O16 1.427, C18 1.521, H62 1.091, H63 1.096
18 C 3.260 5.456 -1.716  C17 1.521, C19 1.373, C23 1.369
19 C 2.927 6.327 -2.724  C18 1.373, C20 1.371, H64 1.083
20 C 3.426 6.102 -3.981  C19 1.371, C21 1.373, H65 1.083
21 C 4.258 5.029 -4.191  C20 1.373, C22 1.360, H66 1.084
22 C 4.577 4.163 -3.193  C21 1.360, C23 1.378, H67 1.083
23 C 4.073 4.376 -1.928  C18 1.369, C22 1.378, H68 1.084
24 N -1.237 1.831 -2.378  C12 1.363, C25 1.456, N30 1.350
25 C -2.079 2.667 -3.221  N24 1.456, O26 1.416, H69 1.091, H70 1.086
26 O -1.418 3.159 -4.372  C25 1.416, C27 1.406
27 C -1.441 2.250 -5.445  O26 1.406, C28 1.521, O29 1.209
28 C -0.524 1.040 -5.359  C27 1.521, H71 1.089, H72 1.090, H73 1.089
29 O -2.160 2.475 -6.391  C27 1.209
30 N -1.280 0.520 -2.060  C10 1.370, N24 1.350, C31 1.461
31 C -2.363 -0.306 -2.590  N30 1.461, C32 1.571, H74 1.083, H75 1.088
32 C -3.517 -0.426 -1.531  C31 1.571, C33 1.549, H76 1.090, H77 1.093
33 C -4.642 0.610 -1.780  C32 1.549, C34 1.539, H78 1.090, H79 1.096
34 C -4.494 1.825 -0.847  C33 1.539, N35 1.482, H80 1.089, H81 1.102
35 N -4.900 1.402 0.514  C34 1.482, H82 1.010, H83 1.010
36 C 1.164 -0.913 0.389  N9 1.466, C37 1.541, F38 1.380, H84 1.088
37 C 2.511 -1.229 -0.291  C36 1.541, H85 1.088, H86 1.102, H87 1.097
38 F 1.338 0.278 1.064  C36 1.380
39 H 2.913 -0.363 5.775  C1 1.093
40 H 3.434 -0.807 4.165  C1 1.095
41 H 2.754 0.799 4.477  C1 1.093
42 H 0.597 -0.564 5.229  C2 1.084
43 H 0.901 -0.235 3.539  C2 1.099
44 H 1.304 -2.814 5.084  C3 1.088
45 H 2.179 -2.508 3.513  C3 1.090
46 H -0.363 -1.922 2.843  C4 1.098
47 H -0.732 -3.211 4.062  C4 1.089
48 H 1.356 -3.830 1.955  C5 1.093
49 H 0.176 -4.855 2.749  C5 1.093
50 H -1.446 -2.992 1.344  C6 1.093
51 H -1.198 -4.670 0.999  C6 1.094
52 H -0.261 -4.234 -0.927  C7 1.092
53 H 1.098 -3.406 -0.212  C7 1.089
54 H -1.650 -2.081 -0.597  C8 1.089
55 H -0.502 -2.268 -1.983  C8 1.093
56 H -0.521 4.492 -2.096  C13 1.088
57 H 1.077 3.874 -2.525  C13 1.096
58 H 1.697 3.539 -0.152  C14 1.093
59 H -1.181 4.327 0.360  C15 1.094
60 H 0.106 4.718 1.481  C15 1.091
61 H -0.176 3.006 1.126  C15 1.089
62 H 2.805 6.772 -0.071  C17 1.091
63 H 3.107 5.116 0.429  C17 1.096
64 H 2.267 7.155 -2.501  C19 1.083
65 H 3.154 6.806 -4.757  C20 1.083
66 H 4.656 4.894 -5.191  C21 1.084
67 H 5.233 3.322 -3.380  C22 1.083
68 H 4.271 3.724 -1.084  C23 1.084
69 H -3.031 2.211 -3.497  C25 1.091
70 H -2.323 3.555 -2.644  C25 1.086
71 H -1.147 0.153 -5.461  C28 1.089
72 H 0.030 1.023 -4.421  C28 1.090
73 H 0.209 1.128 -6.161  C28 1.089
74 H -2.071 -1.305 -2.888  C31 1.083
75 H -2.841 0.126 -3.467  C31 1.088
76 H -3.121 -0.340 -0.519  C32 1.090
77 H -3.968 -1.410 -1.675  C32 1.093
78 H -5.591 0.138 -1.525  C33 1.090
79 H -4.718 0.888 -2.837  C33 1.096
80 H -5.084 2.685 -1.162  C34 1.089
81 H -3.434 2.118 -0.774  C34 1.102
82 H -4.091 1.070 1.018  N35 1.010
83 H -5.347 2.161 1.007  N35 1.010
84 H 0.958 -1.600 1.207  C36 1.088
85 H 3.153 -0.354 -0.372  C37 1.088
86 H 3.002 -2.103 0.165  C37 1.102
87 H 2.277 -1.529 -1.320  C37 1.097
88 C -0.538 -7.865 4.882  C89 1.511, O93 1.430, H94 1.087, H95 1.092
89 C 0.302 -8.226 6.086  C88 1.511, O90 1.429, H96 1.091, H97 1.087
90 O 1.043 -7.026 6.315  C89 1.429, C91 1.355
91 C 0.346 -5.995 5.778  O90 1.355, O92 1.186, O93 1.360
92 O 0.604 -4.849 5.942  C91 1.186
93 O -0.691 -6.451 5.025  C88 1.430, C91 1.360
94 H -1.506 -8.360 4.878  C88 1.087
95 H -0.029 -8.072 3.939  C88 1.092
96 H -0.301 -8.443 6.969  C89 1.091
97 H 0.970 -9.063 5.900  C89 1.087
98 C 6.957 -4.474 0.978  C99 1.509, O103 1.428, H104 1.087, H105 1.091
99 C 6.281 -4.017 -0.291  C98 1.509, O100 1.434, H106 1.092, H107 1.087
100 O 4.913 -3.881 0.116  C99 1.434, C101 1.361
101 C 4.905 -3.686 1.463  O100 1.361, O102 1.189, O103 1.349
102 O 3.946 -3.372 2.093  C101 1.189
103 O 6.130 -3.898 1.989  C98 1.428, C101 1.349
104 H 7.980 -4.119 1.065  C98 1.087
105 H 6.947 -5.560 1.091  C98 1.091
106 H 6.643 -3.047 -0.636  C99 1.092
107 H 6.373 -4.737 -1.101  C99 1.087
108 C -4.965 1.147 -6.809  C109 1.510, O113 1.427, H114 1.087, H115 1.093
109 C -5.046 0.500 -8.171  C108 1.510, O110 1.430, H116 1.091, H117 1.087
110 O -5.887 -0.629 -7.926  C109 1.430, C111 1.358
111 C -6.642 -0.359 -6.829  O110 1.358, O112 1.184, O113 1.362
112 O -7.552 -1.019 -6.457  C111 1.184
113 O -6.206 0.773 -6.211  C108 1.427, C111 1.362
114 H -4.869 2.228 -6.859  C108 1.087
115 H -4.147 0.746 -6.204  C108 1.093
116 H -5.523 1.144 -8.912  C109 1.091
117 H -4.076 0.186 -8.549  C109 1.087
118 C -1.476 3.534 6.531  C119 1.511, O123 1.427, H124 1.087, H125 1.092
119 C -2.054 2.478 5.617  C118 1.511, O120 1.428, H126 1.092, H127 1.088
120 O -0.965 1.565 5.469  C119 1.428, C121 1.362
121 C -0.150 1.711 6.550  O120 1.362, O122 1.185, O123 1.358
122 O 0.751 0.991 6.820  C121 1.185
123 O -0.512 2.797 7.281  C118 1.427, C121 1.358
124 H -2.219 3.978 7.188  C118 1.087
125 H -0.966 4.328 5.982  C118 1.092
126 H -2.898 1.950 6.067  C119 1.092
127 H -2.359 2.875 4.651  C119 1.088

Values from the calculation:
Largest force on an atom, hartree/bohr: 0.0540
Energy, eV: -84444.4046
Net charge: +1
Lowest unoccupied orbital energy, eV: -2.22